Molecular formula: C4H9Cl3Si2
Method: DFT, ωB97M-V/def2-TZVPD

Geometry (Å):
1 C 3.1829 0.3095 -0.3921
2 C 2.3492 1.3031 -0.0438
3 C -1.2865 -0.4327 -2.8094
4 C -2.4218 -0.6753 1.5439
5 Si 0.5006 1.1538 -0.1153
6 Si -0.5281 -0.3200 1.4029
7 Cl -0.0609 3.1032 0.1709
8 Cl 0.4360 -2.1121 0.8360
9 Cl -0.0821 -0.3571 3.5091
10 H 4.3031 0.3870 -0.2526
11 H 2.8932 -0.7015 -0.7755
12 H 2.9403 2.1087 0.4607
13 H -1.1228 -1.4204 -2.2685
14 H -2.1024 -0.0477 -2.3739
15 H -0.5799 -0.3065 -3.6168
16 H -2.8604 -0.0043 0.8885
17 H -2.7473 -1.6611 1.3736
18 H -2.8131 -0.3267 2.4621

- ΔE to the lowest compared entry with this formula, charge and spin (kcal/mol) = 86.35
- highest occupied orbital energy (spin up / spin down) (eV) = -9.180 / -8.150
- Kohn-Sham gap (spin up / spin down) (eV) = 7.545 / 7.913
- total charge = 0
- E (eV) = -57616.2030
- LUMO level (spin up / spin down) (eV) = -1.64 / -0.24

Molecular formula: C56H75HfN2O5P3SSb
Method: DFT, ωB97M-V/def2-TZVPD

Geometry (Å):
1 Hf 0.5036 -0.0205 -0.3263
2 O 3.4604 2.7855 0.1605
3 C 3.1963 1.7835 -0.6129
4 O 2.0590 1.4917 -1.0208
5 C 4.4527 0.9904 -0.9421
6 O 4.2766 -0.3786 -0.6539
7 C 4.1396 -0.7224 0.7310
8 C 2.6451 -0.6769 0.9039
9 O 2.0453 0.4016 1.2015
10 O 1.9049 -1.5927 0.4557
11 H 2.6712 3.2263 0.5247
12 H 5.2918 1.4204 -0.3937
13 H 4.6433 1.0640 -2.0137
14 H 4.6589 -0.0303 1.3953
15 H 4.5188 -1.7337 0.8514
16 C -1.5586 2.7129 2.5487
17 N -1.8053 1.5195 3.2971
18 C -2.5877 0.5557 2.6097
19 P -1.7753 -0.6455 1.3791
20 C -3.2595 -1.0156 0.3726
21 C -3.2020 -1.0822 -1.0165
22 C -4.3355 -1.3674 -1.7700
23 C -5.5545 -1.5845 -1.1436
24 C -5.6345 -1.4920 0.2389
25 C -4.5026 -1.2028 0.9867
26 C -1.4217 -2.0488 2.4754
27 C -0.1126 -2.2410 2.9073
28 C 0.1751 -3.1782 3.8876
29 C -0.8458 -3.9364 4.4434
30 C -2.1537 -3.7567 4.0106
31 C -2.4422 -2.8175 3.0344
32 C -1.4939 1.3978 4.6785
33 C -1.2741 2.5261 5.4709
34 C -0.9456 2.3894 6.8089
35 C -0.8440 1.1359 7.3931
36 C -1.0863 0.0174 6.6161
37 C -1.4015 0.1403 5.2703
38 P -0.0681 2.6106 1.4184
39 C 1.2234 2.6900 2.7152
40 C 1.9612 3.8491 2.9564
41 C 2.8484 3.9094 4.0250
42 C 2.9798 2.8302 4.8820
43 C 2.2291 1.6803 4.6638
44 C 1.3725 1.6063 3.5829
45 C -0.0278 4.3182 0.7362
46 C -0.8742 5.3203 1.2198
47 C -0.7322 6.6373 0.8030
48 C 0.2703 6.9907 -0.0849
49 C 1.1069 6.0079 -0.5922
50 C 0.9423 4.6913 -0.1976
51 H -1.3248 3.5366 3.2145
52 H -2.4472 2.9997 1.9789
53 H -3.3747 1.0636 2.0405
54 H -3.0841 -0.0903 3.3362
55 H -2.2598 -0.9570 -1.5366
56 H -4.2639 -1.4126 -2.8504
57 H -6.4367 -1.8086 -1.7281
58 H -6.5822 -1.6350 0.7403
59 H -4.6178 -1.1203 2.0580
60 H 0.6914 -1.6565 2.4862
61 H 1.1950 -3.3120 4.2239
62 H -0.6250 -4.6618 5.2149
63 H -2.9542 -4.3436 4.4413
64 H -3.4706 -2.7027 2.7181
65 H -1.3690 3.5256 5.0725
66 H -0.7847 3.2788 7.4033
67 H -0.5946 1.0368 8.4400
68 H -1.0270 -0.9705 7.0547
69 H -1.5552 -0.7584 4.6929
70 H 1.8362 4.7303 2.3387
71 H 3.4161 4.8141 4.1964
72 H 3.6547 2.8873 5.7254
73 H 2.3023 0.8444 5.3476
74 H 0.7966 0.7008 3.4387
75 H -1.6551 5.1087 1.9326
76 H -1.4037 7.3914 1.1907
77 H 0.3903 8.0217 -0.3882
78 H 1.8757 6.2655 -1.3089
79 H 1.5303 3.9347 -0.7034
80 S -0.3631 -2.7492 -0.6478
81 C -1.4110 -3.9010 0.1432
82 N -2.7371 -3.9838 -0.0791
83 C -3.5346 -4.9531 0.4157
84 C -3.0035 -5.9510 1.1865
85 C -1.6276 -5.9281 1.4299
86 C -0.8436 -4.9158 0.9218
87 H -3.1603 -3.2675 -0.6584
88 H -4.5788 -4.8813 0.1479
89 H -3.6389 -6.7326 1.5744
90 H -1.1703 -6.7100 2.0221
91 H 0.2198 -4.8842 1.1056
92 C -0.5125 -2.4009 -4.7550
93 C 0.5443 -3.1194 -3.9314
94 C 1.3218 -4.1200 -4.7837
95 Sb 1.7997 -1.8161 -2.6882
96 C 3.1039 -0.7082 -4.0071
97 C 3.6522 -1.5466 -5.1583
98 C 2.5251 0.5990 -4.5237
99 C 3.2122 -3.4054 -2.2063
100 C 2.7092 -4.4305 -1.2006
101 C 4.6669 -3.0372 -1.9385
102 H -1.0898 -3.1302 -5.3270
103 H -0.0987 -1.6852 -5.4693
104 H -1.2206 -1.8891 -4.0995
105 H 0.0129 -3.6866 -3.1701
106 H 2.0088 -3.6516 -5.4908
107 H 0.6029 -4.6947 -5.3717
108 H 1.8795 -4.8420 -4.1878
109 H 3.9357 -0.4813 -3.3333
110 H 2.8710 -1.7693 -5.8876
111 H 4.0972 -2.4877 -4.8329
112 H 4.4298 -0.9851 -5.6806
113 H 1.7669 0.4093 -5.2876
114 H 3.3066 1.1975 -4.9977
115 H 2.0755 1.2015 -3.7317
116 H 3.1917 -3.8821 -3.1906
117 H 2.5937 -3.9982 -0.2057
118 H 3.4323 -5.2463 -1.1382
119 H 1.7487 -4.8599 -1.4917
120 H 4.8544 -2.9117 -0.8729
121 H 5.0142 -2.1418 -2.4499
122 H 5.2999 -3.8636 -2.2679
123 C -2.0485 1.7856 -5.0570
124 C -0.9712 1.1691 -4.1648
125 P -0.9704 1.6911 -2.4025
126 C -2.7542 1.9331 -2.0519
127 C -3.0536 2.4353 -0.6546
128 C -0.4814 3.4581 -2.5668
129 C 0.8717 3.7715 -3.1873
130 H -1.8483 1.5172 -6.0938
131 H -2.0678 2.8745 -5.0108
132 H -3.0439 1.4168 -4.8118
133 H 0.0156 1.4372 -4.5408
134 H -1.0219 0.0879 -4.2221
135 H -3.2821 1.0086 -2.2610
136 H -3.1095 2.6558 -2.7909
137 H -2.7171 1.7180 0.0942
138 H -4.1258 2.5795 -0.5156
139 H -2.5642 3.3907 -0.4541
140 H -0.5953 3.9355 -1.5979
141 H -1.2708 3.8819 -3.1952
142 H 1.6985 3.3007 -2.6554
143 H 1.0347 4.8491 -3.1741
144 H 0.9235 3.4570 -4.2288

- ΔE to the lowest compared entry with this formula, charge and spin (kcal/mol) = 3.49
- highest occupied orbital energy (eV) = -13.928
- Kohn-Sham gap (eV) = 5.740
- total charge = +3
- E (eV) = -119032.6719
- LUMO level (eV) = -8.19

Question: ΔE to the lowest compared entry with this formula, charge and spin of number 1 (C4H9Cl3Si2)?
Answer: 86.35 kcal/mol